98
Properties=species:S:1:pos:R:3:forces:R:3:mulliken_charge:R:1 method="wB97M-V/def2-TZVPD" orbital_gap_ev=9.33 e_homo_ev=-9.09 smiles="CCCCN[C@@H]1OS(=O)(=O)O[C@@H]1CCCCCOCC.COC[C@@H](C)N.COC[C@@H](C)N.COC[C@@H](C)N"
C 1.72115 -5.11850 -0.27292 0.164 -0.080 -0.124 -1.77
C 1.76027 -3.79200 -1.01398 0.294 -0.514 0.253 1.17
C 3.18226 -3.22243 -1.03051 -0.438 -0.063 0.138 -1.28
C 3.29139 -1.77779 -0.61165 -0.050 -0.248 -0.281 -0.44
N 2.54471 -0.88308 -1.49824 0.170 0.001 0.259 0.06
C 2.69404 0.51725 -1.26858 -0.719 0.148 -0.579 -0.64
O 3.85699 0.93081 -0.54734 0.332 -0.418 0.638 -0.43
S 3.55218 1.14358 1.01772 -0.031 0.494 -1.342 1.10
O 4.16303 2.35060 1.37430 0.144 1.910 0.237 -0.59
O 3.92575 0.03292 1.77809 -0.240 -1.878 0.831 -0.54
O 1.96762 1.27165 0.88262 0.058 -0.790 0.197 -0.22
C 1.60832 1.29039 -0.52500 0.247 1.107 -0.468 0.34
C 0.16773 1.08015 -0.90195 0.020 -0.777 0.749 -1.85
C -0.48979 -0.26011 -0.61218 -0.547 -0.146 0.154 1.44
C -1.18225 -0.37691 0.74045 0.632 -0.349 -0.458 -0.42
C -2.00339 -1.64682 0.89180 -0.572 0.073 0.031 -0.98
C -2.98375 -1.92855 -0.24147 0.156 -0.284 0.295 -0.72
O -2.41368 -2.77741 -1.22919 0.166 0.568 -0.103 -0.38
C -2.65994 -2.41871 -2.58057 0.201 -0.377 -0.089 -0.50
C -1.37294 -2.42477 -3.40035 -0.326 0.472 -0.318 -0.45
H 2.34231 -5.85482 -0.77065 0.132 -0.224 -0.176 0.41
H 2.12915 -5.00655 0.72466 -0.053 0.044 0.347 0.41
H 0.71756 -5.51768 -0.20968 -0.262 -0.094 0.072 0.41
H 1.05781 -3.13337 -0.51507 -0.088 0.406 -0.132 -0.62
H 1.43056 -3.97921 -2.02478 -0.379 0.227 -0.357 0.22
H 3.77023 -3.79381 -0.32208 0.297 -0.087 0.205 0.46
H 3.65645 -3.38799 -1.99247 0.077 0.058 -0.337 0.32
H 2.90911 -1.69199 0.39919 -0.107 0.148 0.185 0.30
H 4.34775 -1.52495 -0.59218 0.205 0.231 0.148 0.40
H 2.68448 -1.11033 -2.47181 0.246 -0.004 0.039 0.30
H 2.75546 1.02715 -2.22329 0.108 -0.083 -0.345 0.61
H 1.80874 2.31836 -0.83190 0.073 0.235 0.050 0.35
H -0.41153 1.87459 -0.44542 -0.194 0.260 0.064 0.54
H 0.13214 1.23943 -1.97384 0.159 0.210 -0.301 0.40
H -1.25145 -0.39600 -1.37003 -0.180 -0.074 -0.332 0.19
H 0.19607 -1.08545 -0.73230 0.311 -0.137 -0.138 -0.70
H -0.40069 -0.41203 1.49176 0.000 0.403 0.483 0.08
H -1.82608 0.48394 0.89182 -0.041 0.230 0.245 0.34
H -1.39336 -2.52682 1.06636 0.236 -0.179 -0.118 0.36
H -2.60887 -1.51993 1.78537 -0.038 -0.032 0.314 0.32
H -3.30479 -0.97622 -0.66133 -0.112 0.120 -0.277 0.35
H -3.86560 -2.41762 0.17055 -0.208 -0.093 -0.008 0.45
H -3.10892 -1.43343 -2.67018 -0.212 0.196 0.325 0.28
H -3.36169 -3.13108 -3.00983 -0.241 -0.099 -0.013 0.52
H -0.50580 -2.51205 -2.76934 0.310 -0.291 0.289 -0.12
H -1.38440 -3.17862 -4.17662 0.171 -0.369 0.012 0.26
H -1.28430 -1.47374 -3.91587 0.100 0.206 -0.181 0.25
C -1.65620 1.11813 6.72651 0.003 0.068 0.100 -1.71
C -0.86300 1.30637 5.43777 -0.103 -0.227 0.087 1.10
C -1.69508 1.83090 4.26466 0.267 0.211 -0.116 -0.66
O -2.52052 0.86578 3.64720 -0.234 -0.033 -0.042 -0.20
C -3.75752 0.62279 4.28892 0.044 -0.144 -0.127 -0.85
N -0.18231 0.04847 5.10831 0.003 0.114 -0.179 -0.63
H -2.27321 0.21955 6.70235 -0.015 -0.005 -0.057 0.35
H -0.97577 1.01724 7.57135 0.031 -0.037 -0.022 0.41
H -2.30459 1.97525 6.91994 -0.011 -0.006 -0.014 0.35
H -0.09832 2.05958 5.63572 0.003 0.073 -0.032 -0.24
H -1.00250 2.15575 3.48201 -0.007 -0.042 -0.021 0.19
H -2.28263 2.71226 4.55529 -0.049 -0.053 0.078 0.48
H -4.16135 1.53224 4.74279 0.019 0.004 0.045 0.37
H -3.66692 -0.15792 5.04815 -0.046 0.078 0.094 0.30
H -4.45742 0.27034 3.53072 0.013 0.030 -0.027 0.25
H 0.43212 0.19921 4.31192 0.083 0.005 0.078 0.17
H -0.88262 -0.60063 4.75829 0.003 -0.045 0.090 0.36
C -1.76806 -3.29234 -9.56919 -0.041 -0.038 -0.137 -1.42
C -2.84140 -2.97972 -8.53126 0.266 0.020 -0.010 0.33
C -2.93443 -1.49133 -8.16467 -0.231 -0.031 0.046 -0.71
O -1.90896 -1.03573 -7.30179 0.042 0.064 -0.128 -0.32
C -0.68627 -0.71364 -7.93781 0.040 0.003 0.222 -0.71
N -2.62150 -3.82004 -7.35154 -0.121 0.165 0.080 -0.70
H -0.76724 -3.28170 -9.13877 -0.006 0.036 0.048 0.27
H -1.92712 -4.28725 -9.98340 -0.002 -0.026 0.047 0.36
H -1.79477 -2.57755 -10.39408 0.010 0.014 0.012 0.35
H -3.80510 -3.25893 -8.96708 -0.053 0.056 0.043 0.43
H -3.86495 -1.33650 -7.61229 0.032 0.004 0.051 0.34
H -2.98755 -0.86164 -9.06258 0.085 -0.043 -0.040 0.40
H -0.84871 -0.28697 -8.93140 -0.005 -0.037 -0.033 0.33
H -0.03356 -1.58644 -8.01463 0.011 0.015 -0.123 0.26
H -0.17999 0.02715 -7.31867 -0.044 0.019 0.004 0.24
H -3.39670 -3.69181 -6.70667 -0.029 -0.118 -0.028 0.29
H -1.82124 -3.43495 -6.85575 0.052 -0.097 -0.015 0.29
C 3.45627 6.21156 4.74949 0.104 0.086 0.023 -1.37
C 2.23296 6.26116 5.65958 0.065 -0.151 -0.234 0.37
C 2.05023 5.00324 6.52104 -0.118 0.132 0.199 -0.84
O 1.53832 3.88277 5.82791 0.098 -0.103 0.045 -0.28
C 2.49633 3.13310 5.09798 -0.248 0.005 -0.214 -0.56
N 1.04752 6.55268 4.84770 -0.086 -0.067 0.176 -0.74
H 3.29420 5.57736 3.87854 -0.036 -0.047 0.023 0.26
H 3.68776 7.20999 4.37974 -0.049 0.011 -0.018 0.35
H 4.33254 5.84052 5.28446 -0.007 -0.023 -0.004 0.35
H 2.37521 7.09629 6.35194 -0.041 -0.024 0.063 0.43
H 1.30837 5.22803 7.29242 -0.038 -0.031 -0.027 0.34
H 2.98006 4.73777 7.04088 0.059 0.015 -0.087 0.41
H 3.46631 3.11541 5.60030 0.026 0.044 -0.018 0.34
H 2.60172 3.53039 4.08588 0.222 -0.034 0.008 0.16
H 2.12712 2.11031 5.01321 -0.005 -0.004 0.102 0.21
H 0.24959 6.69729 5.46020 0.024 0.097 -0.020 0.27
H 0.81509 5.70943 4.32914 0.049 0.042 -0.073 0.31